Below is a molecular structure, C31H20BrCoF4N3O2P, with properties calculated with ωB97M-V/def2-TZVPD.

CARTESIAN COORDINATES (ANGSTROEM)
Co (0.12812, -0.34866, 0.38826)
O (4.52658, -0.58532, -0.20592)
C (4.69316, 0.74798, -0.11299)
C (6.00790, 1.21554, -0.10094)
C (6.26340, 2.56525, -0.00404)
C (5.21949, 3.48824, 0.08344)
C (3.92208, 3.03642, 0.07593)
C (3.62931, 1.66605, -0.02079)
C (2.23670, 1.22792, 0.02853)
O (1.96960, -0.04919, -0.08768)
N (1.27913, 2.13155, 0.19716)
N (0.09018, 1.48542, 0.23612)
C (-1.04305, 2.08762, 0.24581)
C (-2.19139, 1.18766, 0.28306)
C (-3.50658, 1.61708, 0.35046)
C (-4.51677, 0.66962, 0.36069)
C (-4.18693, -0.67498, 0.31099)
C (-2.85164, -1.03337, 0.25862)
N (-1.87100, -0.13307, 0.23886)
H (3.56947, -0.76305, -0.25952)
H (6.80747, 0.49194, -0.17838)
H (7.28875, 2.91091, -0.00129)
H (5.42952, 4.54564, 0.15515)
H (3.09677, 3.72984, 0.14838)
H (-1.11168, 3.16742, 0.21376)
H (-3.72512, 2.67461, 0.39144)
H (-5.55229, 0.97840, 0.40286)
H (-4.94770, -1.44154, 0.31187)
H (-2.55007, -2.07215, 0.22208)
F (-0.63895, -6.13508, 4.20231)
C (-0.48657, -4.86474, 3.87970)
C (-0.55438, -3.88431, 4.85769)
F (-0.77135, -4.22101, 6.11736)
C (-0.39205, -2.55403, 4.50042)
F (-0.45294, -1.63816, 5.46380)
C (-0.17318, -2.16413, 3.18728)
P (0.12189, -0.42580, 2.72052)
C (-1.25239, 0.52915, 3.39996)
C (-2.49202, -0.05458, 3.65055)
C (-3.57860, 0.73572, 3.99197)
C (-3.43901, 2.11380, 4.07541)
C (-2.20864, 2.70228, 3.81760)
C (-1.11962, 1.91668, 3.47341)
C (1.62429, 0.04686, 3.60922)
C (1.61891, 0.64899, 4.86629)
C (2.81880, 0.96616, 5.48117)
C (4.02437, 0.67675, 4.85492)
C (4.03511, 0.06235, 3.61160)
C (2.83787, -0.25037, 2.98847)
C (-0.10364, -3.17234, 2.22925)
Br (0.26528, -2.80245, 0.39285)
C (-0.25681, -4.50497, 2.55759)
F (-0.18708, -5.45384, 1.63292)
H (-2.61457, -1.12972, 3.59179)
H (-4.53350, 0.27236, 4.20195)
H (-4.28603, 2.72777, 4.35056)
H (-2.09396, 3.77564, 3.88837)
H (-0.16266, 2.38541, 3.27316)
H (0.68469, 0.87080, 5.36607)
H (2.81336, 1.43742, 6.45452)
H (4.95738, 0.93005, 5.34001)
H (4.97030, -0.16543, 3.11802)
H (2.85323, -0.71992, 2.01407)

Values from the calculation:
Energy above the lowest of the compared OMol25 structures with the same formula, charge and spin, eV: 0.1514
Calculated total energy, hartree: -6205.49221
Spin multiplicity: 2
Orbital gap (alpha / beta), eV: 7.03 / 6.72
Charge: +1
⟨S²⟩: 0.764



Below is a gas-phase ion, C4H10Br2N (charge +1), with properties calculated with ωB97M-V/def2-TZVPD.

CARTESIAN COORDINATES (ANGSTROEM)
C (-1.41905, -0.29788, 1.18928)
C (-1.18284, 0.12119, -1.21799)
C (0.74099, 0.64296, 0.33662)
C (1.98736, 0.14995, -0.41205)
N (-0.46717, -0.25188, 0.06580)
Br (2.38401, -1.78109, 0.18031)
Br (3.47839, 1.28506, -0.04327)
H (-1.92646, 0.50108, 1.55562)
H (-2.11993, -1.10497, 0.88620)
H (-0.88680, -0.87695, 1.99550)
H (-1.44499, 1.14866, -1.08686)
H (-0.57827, 0.06507, -2.08062)
H (-2.08241, -0.61779, -1.26307)
H (1.03251, 0.30075, 1.44831)
H (0.50265, 1.68749, 0.02378)
H (1.88330, 0.20428, -1.46857)
H (0.09870, -1.17594, -0.10898)

Values from the calculation:
Energy above the lowest of the compared OMol25 structures with the same formula, charge and spin, eV: 0.3096
Calculated total energy, hartree: -5360.88728
Orbital gap, eV: 10.62
Charge: +1
SMILES: C[NH+](C)CC(Br)Br



Below is 3 unconnected molecules or ions with the total composition C12H26N3O5, with properties calculated with ωB97M-V/def2-TZVPD.

CARTESIAN COORDINATES (ANGSTROEM)
N (0.76219, -0.46463, -3.33891)
C (0.98418, 0.93561, -3.31114)
N (0.03818, 1.68966, -3.88390)
N (2.04413, 1.43654, -2.70346)
C (2.63354, 2.66215, -3.27734)
C (3.79139, 2.22861, -4.29294)
C (3.28017, 1.70047, -5.66281)
O (3.90958, 3.02329, -5.45544)
H (1.54982, -0.88121, -3.84701)
H (0.85214, -0.83712, -2.38436)
H (-0.32101, 2.49178, -3.37906)
H (-0.23814, 1.47967, -4.83371)
H (2.73298, 0.72327, -2.47730)
H (3.20987, 3.18716, -2.50259)
H (1.95005, 3.29178, -3.85094)
H (4.69370, 1.75048, -3.86174)
H (2.18980, 1.70852, -5.60452)
H (3.89732, 1.00300, -6.22598)
O (1.43669, -2.21988, -0.71419)
C (0.36052, -2.61707, -0.32792)
O (-0.72998, -1.87104, -0.54098)
C (-2.07525, -2.32858, -0.30995)
C (-2.48836, -2.12407, 1.13129)
C (0.24069, -3.88998, 0.46533)
H (-2.19578, -3.36268, -0.63437)
H (-2.71034, -1.72667, -0.95931)
H (-1.86732, -2.70228, 1.81574)
H (-3.52734, -2.41950, 1.27711)
H (-2.37756, -1.07604, 1.41402)
H (0.42181, -3.67284, 1.51806)
H (0.99746, -4.58719, 0.11029)
H (-0.71817, -4.38914, 0.35310)
O (-2.84843, -1.65361, 4.76489)
C (-2.45188, -0.52499, 4.67110)
O (-1.20529, -0.28274, 4.21533)
C (-0.71583, 1.01848, 3.87925)
C (-0.16469, 1.73327, 5.09555)
C (-3.29657, 0.63574, 5.13906)
H (-1.48083, 1.60292, 3.36384)
H (0.08794, 0.85865, 3.15968)
H (-0.93674, 1.90230, 5.84690)
H (0.25988, 2.69806, 4.81468)
H (0.61205, 1.13099, 5.56808)
H (-3.14370, 0.78148, 6.20808)
H (-4.34165, 0.39141, 4.95873)
H (-3.10120, 1.56595, 4.60976)

Values from the calculation:
Calculated total energy, hartree: -1013.00770
Orbital gap, eV: 8.10
Charge: +1



Below is 2 unconnected molecules or ions with the total composition C5H16NO, with properties calculated with ωB97M-V/def2-TZVPD.

CARTESIAN COORDINATES (ANGSTROEM)
C (0.04026, -0.02562, 1.81557)
C (-1.14986, 0.67662, 1.03698)
C (-0.92836, 0.82433, -0.48124)
C (-0.94617, -0.43634, -1.32639)
C (-2.44482, -0.90226, -1.55375)
N (1.32554, 0.13501, 1.08746)
H (-0.26975, -1.06856, 1.79571)
H (0.20821, 0.52842, 2.72855)
H (-2.06090, 0.05576, 1.16160)
H (-1.50535, 1.59403, 1.50582)
H (-1.64160, 1.53470, -0.88954)
H (0.03047, 1.33829, -0.62267)
H (-0.46922, -0.25085, -2.29755)
H (-0.33386, -1.32294, -1.14849)
H (-2.71997, -0.66749, -2.58351)
H (-3.04334, -0.29322, -0.89605)
H (-2.66159, -1.96121, -1.48660)
H (1.53126, -0.67955, 0.48789)
H (1.24413, 0.86866, 0.37083)
H (2.16161, 0.26508, 1.65445)
H (4.77563, 0.28921, -0.78125)
H (4.70747, -0.44979, 0.54485)
O (4.15021, -0.05227, -0.12265)

Values from the calculation:
Energy above the lowest of the compared OMol25 structures with the same formula, charge and spin, eV: 1.3997
Calculated total energy, hartree: -329.82941
Orbital gap, eV: 11.36
Charge: +1



Below is a molecular structure, C5H9O3Yb, with properties calculated with ωB97M-V/def2-TZVPD.

CARTESIAN COORDINATES (ANGSTROEM)
O (2.17070, 0.41190, 0.64134)
C (0.90641, 0.00546, 0.95656)
C (0.66182, -1.39774, 0.41179)
O (-0.43153, -1.41752, -0.48645)
C (-0.24754, -0.79326, -1.67273)
C (-1.13195, 0.09899, -2.14466)
O (-0.11528, 0.88662, 0.45768)
C (-1.18691, 1.09778, 1.34265)
Yb (3.43746, 1.74730, -0.49510)
H (0.76832, -0.02185, 2.05942)
H (0.40666, -2.06268, 1.24540)
H (1.58197, -1.75970, -0.07545)
H (0.64644, -1.08475, -2.23366)
H (-0.99470, 0.49670, -3.14881)
H (-2.07043, 0.29385, -1.62220)
H (-0.87724, 1.86150, 2.06535)
H (-2.08144, 1.45994, 0.80663)
H (-1.44275, 0.17747, 1.89226)

Values from the calculation:
Energy above the lowest of the compared OMol25 structures with the same formula, charge and spin, eV: 2.2860
Calculated total energy, hartree: -1579.98361
Orbital gap, eV: 5.03
Charge: +1



Below is a molecular structure, C41H44BaF3N7O2S2Sb, with properties calculated with ωB97M-V/def2-TZVPD.

CARTESIAN COORDINATES (ANGSTROEM)
Ba (0.04778, 0.42433, -0.70599)
C (-4.51574, 4.69661, 0.12578)
C (-3.16245, 4.41487, 0.20178)
C (-2.70208, 3.15160, -0.14322)
C (-3.60101, 2.17629, -0.54532)
C (-4.96519, 2.45419, -0.62711)
C (-5.41444, 3.71681, -0.29367)
N (-3.03643, 0.89574, -0.82898)
N (-3.86018, 0.00724, -1.08397)
C (-3.29400, -1.27718, -1.34989)
C (-4.12823, -2.19243, -1.96991)
C (-3.61569, -3.44688, -2.26358)
C (-2.31066, -3.73666, -1.90741)
C (-1.56209, -2.75573, -1.26884)
N (-2.04442, -1.54819, -0.99399)
H (-4.87991, 5.67964, 0.39683)
H (-2.45594, 5.16024, 0.54246)
H (-1.64534, 2.93176, -0.06217)
H (-5.64855, 1.67901, -0.94303)
H (-6.47155, 3.94328, -0.35238)
H (-5.13983, -1.90423, -2.21789)
H (-4.23033, -4.18452, -2.76318)
H (-1.86347, -4.69880, -2.11469)
H (-0.53557, -2.94045, -0.97002)
F (2.75078, -4.93058, 0.56109)
C (1.46432, -5.06641, 0.90584)
F (1.31466, -6.37062, 1.26191)
F (0.72811, -4.92175, -0.21554)
C (1.03631, -4.14901, 2.01916)
C (0.58209, -4.71891, 3.19298)
C (0.19473, -3.90802, 4.24820)
C (0.27462, -2.54198, 4.05095)
N (0.69938, -1.96650, 2.93297)
C (1.10352, -2.73235, 1.89440)
S (1.75527, -1.95689, 0.49595)
H (0.53694, -5.79507, 3.28402)
H (-0.16094, -4.31869, 5.18248)
H (-0.03182, -1.86200, 4.84136)
C (5.00094, 0.44546, 4.72113)
C (3.89656, 1.20870, 4.04150)
C (2.84954, 0.52541, 3.42295)
C (1.84329, 1.21471, 2.77546)
C (1.87293, 2.60364, 2.72792)
C (2.90131, 3.29964, 3.33862)
C (3.90460, 2.59769, 3.99631)
S (0.61017, 3.46273, 1.81744)
O (-0.66648, 2.94611, 2.27480)
O (0.84388, 4.87760, 2.01713)
N (0.77562, 2.96785, 0.32243)
C (1.93077, 3.19157, -0.39708)
C (2.87843, 4.20643, -0.16937)
C (3.97494, 4.28491, -1.00001)
C (4.12720, 3.38407, -2.05013)
C (3.14865, 2.42255, -2.20867)
N (2.09166, 2.31566, -1.40716)
H (4.59708, -0.31664, 5.38910)
H (5.64070, 1.10870, 5.30345)
H (5.62459, -0.06606, 3.98509)
H (2.81247, -0.55801, 3.43080)
H (1.03730, 0.65059, 2.31994)
H (2.90485, 4.38058, 3.29777)
H (4.71025, 3.14196, 4.47639)
H (2.71942, 4.91426, 0.63004)
H (4.71355, 5.06104, -0.83623)
H (4.97273, 3.42686, -2.72185)
H (3.20236, 1.69237, -3.00982)
C (-3.65565, 1.45699, 2.81945)
Sb (-2.02621, 0.09426, 2.48518)
C (-1.16549, 0.42973, 4.41750)
C (-3.18912, -1.65053, 2.98443)
H (-4.06402, 1.30148, 3.81911)
H (-4.44554, 1.30877, 2.08251)
H (-3.27412, 2.47396, 2.73331)
H (-1.83234, 0.06631, 5.20055)
H (-1.02127, 1.50476, 4.51662)
H (-0.19550, -0.05960, 4.48621)
H (-3.62721, -1.54202, 3.97774)
H (-2.56127, -2.54001, 2.95852)
H (-3.99135, -1.77221, 2.25475)
C (1.44069, -3.19980, -3.31185)
N (2.34757, -2.52750, -4.22346)
C (2.17013, -3.00475, -5.57717)
C (2.28938, -1.06473, -4.11000)
C (0.96420, -0.41341, -4.46605)
C (0.71941, -0.12104, -5.80852)
C (-0.49084, 0.42866, -6.21417)
C (-1.45705, 0.69254, -5.25648)
C (-1.18369, 0.41404, -3.91839)
C (0.02063, -0.14012, -3.45218)
H (1.62815, -4.27604, -3.35108)
H (0.38057, -3.01880, -3.55315)
H (1.62069, -2.86135, -2.29070)
H (2.37445, -4.07799, -5.60705)
H (2.87696, -2.50415, -6.24348)
H (1.15491, -2.84014, -5.97294)
H (3.08911, -0.66998, -4.74819)
H (2.53603, -0.82045, -3.07240)
H (1.48854, -0.31397, -6.55276)
H (-0.66977, 0.65506, -7.25927)
H (-2.40913, 1.12671, -5.54715)
H (-1.97375, 0.66724, -3.20481)

Values from the calculation:
Energy above the lowest of the compared OMol25 structures with the same formula, charge and spin, eV: 1.1706
Calculated total energy, hartree: -3484.35552
Orbital gap, eV: 5.67
Charge: -1



Below is a molecular structure, C16H31F3NiO3P2S, with properties calculated with ωB97M-V/def2-TZVPD.

CARTESIAN COORDINATES (ANGSTROEM)
P (-0.00721, -1.83718, -1.99735)
P (0.40600, 1.76548, -2.17215)
C (-0.22921, -0.71148, -3.50872)
C (0.57649, 0.61816, -3.63489)
H (-1.30717, -0.49264, -3.61308)
H (0.03474, -1.31482, -4.38831)
H (1.65394, 0.42860, -3.77442)
H (0.21036, 1.23368, -4.47094)
C (-1.18453, 2.58828, -2.58216)
H (-1.44710, 3.29355, -1.78235)
H (-1.99638, 1.85745, -2.68507)
H (-1.07224, 3.13919, -3.52351)
C (1.55481, 3.14975, -2.38151)
H (1.25572, 3.75552, -3.24614)
H (2.56955, 2.75541, -2.52956)
H (1.53661, 3.76889, -1.47406)
C (-1.03445, -3.23680, -2.49935)
H (-1.00360, -4.01261, -1.72835)
H (-0.71918, -3.66203, -3.45713)
H (-2.06739, -2.88357, -2.61580)
C (1.69961, -2.43293, -2.24826)
H (2.42235, -1.60010, -2.20652)
H (1.82013, -2.91103, -3.23453)
H (1.96626, -3.17624, -1.47862)
Ni (1.78678, -1.17825, 2.96956)
C (0.06824, 2.10131, 0.83098)
C (-1.13546, 1.85601, 0.27616)
C (-1.63405, 0.58789, -0.33687)
C (-1.68038, -0.70177, 0.50237)
C (-0.62013, -1.67576, -0.00431)
C (0.63835, -1.32458, 0.59417)
C (1.27853, -0.09143, 0.18605)
C (1.25487, 1.21314, 1.02981)
C (0.77540, -2.59759, 3.96020)
H (0.23544, 3.12695, 1.19779)
H (-1.88489, 2.67810, 0.31359)
H (-1.01850, 0.30658, -1.22172)
H (-2.65574, 0.78771, -0.69648)
H (-1.53740, -0.45137, 1.56290)
H (-2.70575, -1.09488, 0.47356)
H (-1.00570, -2.69406, 0.13098)
H (1.24818, -2.10513, 1.07688)
H (0.92393, 0.23806, -0.82329)
H (2.34308, -0.33359, 0.04078)
H (1.45792, 0.99621, 2.09373)
H (2.14308, 1.80305, 0.74220)
H (1.08301, -2.50319, 5.02022)
H (0.98985, -3.58450, 3.52187)
H (-0.28063, -2.30893, 3.84891)
F (-2.20687, 1.26942, 6.05939)
C (-0.93189, 0.85786, 5.83072)
F (-0.11053, 1.65830, 6.52322)
F (-0.76610, -0.40429, 6.29674)
S (-0.50122, 0.88523, 4.04172)
O (-1.51293, 0.00348, 3.48667)
O (-0.55142, 2.28334, 3.67067)
O (0.87482, 0.31418, 4.03361)

Values from the calculation:
Calculated total energy, hartree: -3742.50787
Spin multiplicity: 3
Orbital gap (alpha / beta), eV: 6.43 / 5.65
⟨S²⟩: 2.034



Below is a gas-phase ion, C7H15N2 (charge +1), with properties calculated with ωB97M-V/def2-TZVPD.

CARTESIAN COORDINATES (ANGSTROEM)
C (-1.31094, -0.07838, 0.65654)
C (-0.62902, 1.31409, 0.57290)
C (0.83621, 1.07500, 0.06672)
C (-2.65845, -0.37134, 1.21185)
C (1.52404, 2.24656, -0.59095)
C (2.02055, -0.72905, -0.88875)
C (-0.71980, -2.31006, -0.32352)
N (0.84612, 0.02733, -0.84301)
N (-0.58992, -0.97670, 0.08773)
H (-1.30904, 1.84809, -0.07006)
H (-0.83236, 1.88281, 1.53054)
H (1.42540, 0.79820, 0.92475)
H (-2.52551, -0.54066, 2.28465)
H (-3.08562, -1.30910, 0.76207)
H (-3.43506, 0.33119, 1.00016)
H (1.22877, 2.36504, -1.62753)
H (2.67218, 2.08746, -0.36721)
H (1.31278, 3.14057, -0.08308)
H (1.79467, -1.52470, -1.56583)
H (2.91909, -0.20684, -1.23842)
H (2.48294, -0.99231, 0.10518)
H (-0.92160, -2.33914, -1.49403)
H (-1.35188, -2.88087, 0.27638)
H (0.30645, -2.85719, -0.38708)

Values from the calculation:
Energy above the lowest of the compared OMol25 structures with the same formula, charge and spin, eV: 3.6641
Calculated total energy, hartree: -384.86212
Orbital gap, eV: 9.26
Charge: +1